Entry 1:
A single C11H9IO3 molecule. Source: the Open Molecules 2025 dataset; level of theory: ωB97M-V with the def2-TZVPD basis set.

The geometry in XYZ format:
```
24
Properties=species:S:1:pos:R:3:mulliken_charge:R:1
C -2.881 -0.571 -1.131 -0.345
C -1.760 -0.018 -1.694 -0.597
C -2.771 -1.548 -0.182 -0.519
C -0.533 -0.374 -1.235 -0.124
C -1.541 -1.763 0.436 -0.703
C -0.367 -1.252 -0.180 0.809
C 1.566 1.333 0.684 0.484
C 0.828 0.821 1.606 -0.268
C 2.291 0.402 -0.261 0.248
C 0.906 -1.505 0.394 0.348
C 1.792 2.803 0.408 -1.229
O 3.049 0.645 -1.141 -0.518
O 2.021 -1.022 -0.139 -0.359
O 1.135 -2.555 1.196 -0.505
I -0.500 1.628 2.916 0.088
H -3.828 -0.327 -1.687 0.302
H -1.848 0.833 -2.352 0.373
H -3.630 -2.127 0.128 0.395
H 0.275 0.143 -1.761 0.403
H -1.617 -2.469 1.237 0.395
H 2.857 3.061 0.662 0.251
H 1.093 3.420 0.944 0.405
H 1.568 2.961 -0.676 0.269
H 1.895 -2.519 1.825 0.397
```

Properties
Orbital gap (spin up / spin down), Eh: 0.235 / 0.235
ΔE to the lowest compared entry with this formula, charge and spin, eV: 1.618
Charge: 0

=====

Entry 2:
A single C11H9N3 molecule. Source: the Open Molecules 2025 dataset; level of theory: ωB97M-V with the def2-TZVPD basis set.

The geometry in XYZ format:
```
23
Properties=species:S:1:pos:R:3:mulliken_charge:R:1
C -2.049 3.323 -0.176 -1.146
C -1.447 1.890 0.206 0.786
C -2.205 1.117 1.056 -0.756
C -1.782 -0.205 1.308 -0.597
C -0.533 -0.730 0.740 0.767
C -0.051 -1.989 1.183 -0.925
C 1.033 -2.464 0.532 -0.335
N 1.738 -1.690 -0.355 0.092
C 2.919 -1.948 -1.177 -0.436
C 3.098 -0.907 -1.917 -0.506
N 2.108 0.130 -1.608 -0.692
C 1.310 -0.475 -0.747 0.182
C 0.095 0.189 -0.111 0.856
N -0.290 1.487 -0.332 -0.610
H -1.878 3.629 -1.184 0.363
H -3.171 3.304 -0.209 0.346
H -1.639 4.034 0.523 0.277
H -3.176 1.454 1.283 0.387
H -2.426 -0.815 2.005 0.280
H -0.538 -2.495 1.943 0.463
H 1.652 -3.249 0.908 0.330
H 3.515 -2.801 -1.093 0.444
H 3.717 -0.791 -2.779 0.429
```

Properties
Orbital gap, Eh: 0.314
ΔE to the lowest compared entry with this formula, charge and spin, eV: 0.333
SMILES: Cc1ccc2ccn3ccnc3c2n1
Charge: 0

=====

Entry 3:
A single C11H9N3O molecule. Source: the Open Molecules 2025 dataset; level of theory: ωB97M-V with the def2-TZVPD basis set.

The geometry in XYZ format:
```
24
Properties=species:S:1:pos:R:3:mulliken_charge:R:1
C 1.457 0.720 3.926 0.132
C -0.893 2.189 3.023 0.380
C -1.967 0.440 4.181 0.076
C 0.991 0.260 2.703 0.320
C 0.817 0.105 1.424 0.183
C -1.500 -1.371 -1.095 -0.835
C -1.004 -1.158 0.088 -0.792
C -1.423 0.875 3.026 0.329
C -0.653 0.187 0.832 1.593
C 1.774 -0.309 0.285 -1.383
C -0.670 1.500 0.009 -1.671
N 1.950 1.053 4.930 -0.480
N -0.466 3.265 3.052 -0.454
N -2.500 0.054 5.119 -0.442
O -1.630 0.094 1.933 -0.375
H -1.955 -2.331 -1.267 0.329
H -1.751 -0.412 -1.625 0.240
H -0.751 -2.031 0.653 0.451
H 2.779 -0.110 0.518 0.459
H 1.394 0.184 -0.617 0.282
H 1.678 -1.403 0.110 0.323
H 0.003 2.203 0.524 0.442
H -1.680 1.785 0.020 0.501
H -0.132 1.373 -1.021 0.392
```

Properties
Orbital gap (spin up / spin down), Eh: 0.267 / 0.275
ΔE to the lowest compared entry with this formula, charge and spin, eV: 8.483
Charge: 0

=====

Entry 4:
A single C11H9NO molecule. Source: the Open Molecules 2025 dataset; level of theory: ωB97M-V with the def2-TZVPD basis set.

The geometry in XYZ format:
```
22
Properties=species:S:1:pos:R:3:mulliken_charge:R:1
C -3.339 -0.399 -0.545 -0.466
C -2.524 0.191 0.439 0.010
C -2.013 -0.791 1.433 -0.690
C -1.229 -1.590 0.467 0.059
C -2.002 -2.272 -0.472 -0.541
N -3.299 -1.809 -0.676 -0.165
C -0.065 -0.841 -0.043 0.953
C 1.198 -1.387 -0.296 -0.578
C 2.250 -0.563 -0.751 -0.447
C 1.980 0.791 -1.015 -0.528
C 0.704 1.345 -0.692 -0.475
C -0.334 0.571 -0.207 0.043
O -1.598 1.140 0.008 -0.425
H -3.609 0.197 -1.363 0.418
H -1.441 -0.314 2.273 0.268
H -2.860 -1.294 1.901 0.350
H -1.484 -2.764 -1.284 0.357
H -3.877 -2.207 -1.412 0.300
H 1.412 -2.443 -0.185 0.431
H 3.262 -0.958 -0.909 0.353
H 2.773 1.433 -1.377 0.361
H 0.524 2.401 -0.818 0.412
```

Properties
Orbital gap, Eh: 0.315
ΔE to the lowest compared entry with this formula, charge and spin, eV: 2.390
SMILES: C1=C2CC(=CN1)c1ccccc1O2
Charge: 0

=====

Entry 5:
2 unconnected molecules or ions with the total composition C11H9NS2. Source: the Open Molecules 2025 dataset; level of theory: ωB97M-V with the def2-TZVPD basis set.

The geometry in XYZ format:
```
23
Properties=species:S:1:pos:R:3:mulliken_charge:R:1
C -1.623 -2.241 -1.032 -0.881
C -1.505 -1.126 -0.421 0.114
C -1.540 -0.105 0.359 0.465
C -0.864 1.221 0.115 -0.494
C -1.291 2.126 1.216 -0.519
C -2.074 1.625 2.202 -0.237
S -2.436 -0.078 1.904 -0.118
H -0.683 -2.809 -1.201 0.169
H -2.282 -2.371 -1.900 0.302
H -1.310 1.702 -0.854 0.302
H 0.209 1.235 -0.163 0.196
H -0.920 3.167 1.384 0.288
H -2.597 1.978 3.061 0.446
N -0.094 -3.436 2.061 -0.482
C 0.355 -2.590 1.453 0.053
C 1.195 -1.668 0.819 0.470
C 1.862 -1.677 -0.359 -0.241
C 2.794 -0.574 -0.439 -0.500
C 2.969 0.137 0.686 -0.277
S 1.838 -0.408 1.889 -0.067
H 1.342 -2.136 -1.127 0.319
H 3.375 -0.487 -1.373 0.354
H 3.453 1.131 0.942 0.340
```

Properties
Orbital gap, Eh: 0.289
ΔE to the lowest compared entry with this formula, charge and spin, eV: 3.778
SMILES: C=C=C1CC=CS1.N#Cc1cccs1
Charge: 0

=====

Entry 6:
A single C12H10 molecule. Source: the Open Molecules 2025 dataset; level of theory: ωB97M-V with the def2-TZVPD basis set.

The geometry in XYZ format:
```
22
Properties=species:S:1:pos:R:3:mulliken_charge:R:1
C 2.861 0.343 2.061 -0.190
C 2.619 1.361 1.080 -0.917
C 1.423 1.180 0.321 0.120
C 0.636 0.137 0.400 0.630
C -0.587 -0.058 -0.388 -0.062
C -1.720 0.823 -0.185 -0.618
C -2.851 0.581 -0.975 -0.723
C -2.844 -0.331 -2.033 -0.258
C -1.793 -1.156 -2.220 -0.284
C -0.674 -1.029 -1.436 -0.394
C 1.018 -0.883 1.321 -0.217
C 2.072 -0.704 2.085 -0.296
H 3.792 0.526 2.775 0.226
H 3.143 2.215 0.998 0.502
H 0.984 1.880 -0.603 0.165
H -1.583 1.531 0.442 0.736
H -3.667 1.194 -0.976 0.406
H -3.686 -0.643 -2.665 0.313
H -1.912 -1.984 -3.253 0.126
H 0.062 -1.787 -1.398 0.414
H 0.264 -1.733 1.613 0.233
H 2.444 -1.466 3.036 0.087
```

Properties
Orbital gap, Eh: 0.364
ΔE to the lowest compared entry with this formula, charge and spin, eV: 3.036
SMILES: c1ccc(-c2ccccc2)cc1
Charge: 0

=====

Entry 7:
A molecular structure, C12H10BCoF4N3O. Source: the Open Molecules 2025 dataset; level of theory: ωB97M-V with the def2-TZVPD basis set.

The geometry in XYZ format:
```
32
Properties=species:S:1:pos:R:3:lowdin_spin:R:1
Co 0.100 0.400 0.303 1.001
O 0.531 -2.284 -2.589 0.007
C 0.642 -1.404 -1.748 0.003
N -0.331 -0.753 -1.102 -0.019
C -1.706 -1.112 -1.334 -0.003
C -2.495 -0.661 -0.139 0.000
C -3.847 -0.930 0.020 0.000
C -4.499 -0.472 1.149 0.000
C -3.788 0.252 2.099 0.000
C -2.452 0.489 1.875 0.000
N -1.820 0.038 0.782 -0.009
C 1.996 -0.895 -1.310 0.001
C 3.149 -1.187 -2.004 0.000
C 4.341 -0.637 -1.558 0.001
C 4.337 0.163 -0.426 0.000
C 3.139 0.401 0.223 0.000
N 1.992 -0.119 -0.216 -0.011
H -1.818 -2.185 -1.502 0.000
H -2.110 -0.616 -2.224 0.000
H -4.368 -1.496 -0.743 0.000
H -5.554 -0.674 1.288 0.000
H -4.261 0.627 2.996 0.000
H -1.849 1.056 2.574 0.000
H 3.079 -1.830 -2.871 0.000
H 5.264 -0.826 -2.092 0.000
H 5.246 0.608 -0.047 0.000
H 3.084 1.018 1.108 0.000
F 0.131 2.493 0.268 0.022
B 0.826 2.680 1.528 0.001
F 2.135 3.027 1.298 0.000
F 0.129 3.527 2.337 0.001
F 0.774 1.306 2.058 0.004
```

Properties
Orbital gap (spin up / spin down), Eh: 0.327 / 0.323
ΔE to the lowest compared entry with this formula, charge and spin, eV: 0.245
⟨S²⟩: 0.876
Charge: 0
Spin multiplicity: 2

=====

Entry 8:
A single C12H10Br2F3NO2 molecule. Source: the Open Molecules 2025 dataset; level of theory: ωB97M-V with the def2-TZVPD basis set.

The geometry in XYZ format:
```
30
Properties=species:S:1:pos:R:3:mulliken_charge:R:1
C 4.391 -0.749 1.408 -1.315
C 3.256 -0.554 0.456 0.799
Br 3.782 0.012 -1.269 -0.113
C 1.968 -0.717 0.690 -0.773
Br 1.321 -1.125 2.423 -0.109
C 0.860 -0.499 -0.265 0.245
C 0.385 -1.379 -1.136 0.776
C 0.891 -2.805 -1.244 0.967
F 2.020 -2.892 -1.960 -0.241
F -0.014 -3.608 -1.808 -0.274
F 1.154 -3.310 -0.020 -0.245
C -0.708 -0.934 -2.070 -0.147
O -0.796 -1.375 -3.185 -0.536
C -1.637 0.096 -1.539 -0.650
C -1.219 0.976 -0.636 0.504
C -2.043 2.096 -0.065 -0.759
C -3.357 1.613 0.589 -0.464
N -3.693 2.483 1.717 -0.630
C 0.212 0.869 -0.206 0.129
O 0.844 1.822 0.157 -0.552
H 4.906 -1.688 1.173 0.299
H 5.118 0.059 1.300 0.378
H 4.040 -0.787 2.441 0.403
H -2.631 0.129 -1.979 0.449
H -1.457 2.641 0.678 0.363
H -2.273 2.802 -0.870 0.344
H -3.259 0.553 0.867 0.355
H -4.176 1.677 -0.133 0.328
H -4.682 2.413 1.932 0.242
H -3.202 2.180 2.553 0.227
```

Properties
Orbital gap, Eh: 0.295
SMILES: C/C(Br)=C(\Br)C1=C(C(F)(F)F)C(=O)C=C(CCN)C1=O
Charge: 0

=====

Entry 9:
2 unconnected molecules or ions with the total composition C12H10BrP. Source: the Open Molecules 2025 dataset; level of theory: ωB97M-V with the def2-TZVPD basis set.

The geometry in XYZ format:
```
24
Properties=species:S:1:pos:R:3:mulliken_charge:R:1
C 3.239 1.672 0.636 -0.437
C -1.848 -3.488 -0.568 -0.520
C 2.869 2.217 -0.586 -0.570
C 2.271 1.374 1.584 -0.601
C -0.701 -2.821 -0.959 -0.317
C -2.954 -2.797 -0.104 -0.225
C 1.542 2.467 -0.852 -0.610
C 0.940 1.636 1.335 -0.106
C -0.654 -1.428 -0.903 -0.478
C -2.924 -1.404 -0.030 -0.662
C 0.560 2.197 0.113 0.722
C -1.775 -0.812 -0.445 0.370
P -1.099 2.614 -0.402 0.078
Br -2.266 2.387 1.442 -0.225
H 4.280 1.482 0.846 0.375
H -1.879 -4.567 -0.627 0.355
H 3.620 2.454 -1.324 0.382
H 2.559 0.940 2.531 0.374
H 0.164 -3.367 -1.308 0.349
H -3.845 -3.323 0.205 0.347
H 1.244 2.885 -1.806 0.323
H 0.194 1.412 2.084 0.292
H 0.230 -0.888 -1.206 0.405
H -3.764 -0.840 0.343 0.380
```

Properties
Orbital gap (spin up / spin down), Eh: 0.276 / 0.281
Charge: 0

=====

Number 1: total energy -25792.339 eV. Number 2: total energy -16021.961 eV. Number 3: total energy -18063.676 eV. Number 4: total energy -15086.880 eV. Number 5: total energy -34709.181 eV. Number 6: total energy -12602.622 eV. Number 7: total energy -68305.553 eV. Number 8: total energy -166427.628 eV. Number 9: total energy -91934.872 eV.